{"formula": "C7H10NP", "method": "the ωB97M-V functional and the def2-TZVPD basis", "elements": ["C", "C", "C", "C", "C", "C", "C", "N", "P", "H", "H", "H", "H", "H", "H", "H", "H", "H", "H"], "xyz": [[-0.92199, -2.13923, -0.58043], [0.36387, -1.73994, -0.89516], [-1.76344, -1.21992, -0.00106], [0.91291, -0.45583, -0.73693], [-1.26530, 0.04725, 0.20352], [0.00759, 0.51876, -0.14941], [2.42922, -0.55589, -1.26351], [-0.41719, 2.29234, 2.12097], [-0.25702, 2.47806, 0.45799], [-1.25158, -3.14874, -0.78208], [1.00198, -2.50765, -1.31501], [-2.78069, -1.44777, 0.28330], [2.96190, -1.18855, -0.55903], [-1.96273, 0.73009, 0.67603], [2.91087, 0.41317, -1.32895], [2.39911, -1.02899, -2.23654], [-0.89360, 1.46472, 2.45793], [0.45821, 2.42542, 2.61005], [-1.61633, 2.49640, 0.13092]], "forces_ev_per_angstrom": [[0.0084, -0.0195, 0.0206], [-0.0102, -0.1996, -0.0876], [0.0824, -0.1010, -0.0251], [-0.0682, -0.3215, -0.0790], [-0.3782, -0.2340, 0.1075], [-0.3254, 0.6600, 0.1868], [-1.8888, 1.4674, 1.1125], [0.0330, -0.0954, 0.3361], [2.2249, -0.8907, -1.2165], [0.0768, -0.0793, -0.0215], [0.1322, 0.0273, -0.0694], [-0.0351, -0.1077, 0.0021], [0.1300, 0.0158, -0.0157], [0.0117, -0.1415, -0.0690], [0.1455, 0.0843, -0.0347], [0.0717, 0.0230, -0.1216], [0.0052, 0.0247, 0.0673], [-0.1370, 0.0023, 0.0410], [-0.0789, -0.1147, -0.1337]], "lowdin_charge": [-0.09, -0.11, -0.10, -0.20, -0.23, -0.23, -0.04, -0.30, 0.80, 0.10, 0.10, 0.10, 0.07, 0.05, 0.06, 0.06, 0.03, 0.02, -0.08], "de_lowest_kcal_mol": 2.5, "smiles": "Cc1ccccc1PN", "homo_lumo_gap_ev": 9.651, "total_energy_ev": -18198.49420}



{"formula": "C7H10NS", "method": "the ωB97M-V functional and the def2-TZVPD basis", "elements": ["C", "C", "C", "C", "C", "C", "C", "N", "S", "H", "H", "H", "H", "H", "H", "H", "H", "H", "H"], "xyz": [[0.88789, -0.97035, -0.42872], [0.44556, 2.30524, -0.56102], [-0.86533, 2.10813, 0.20857], [0.23952, -2.00795, 0.19883], [0.16945, 1.03163, -1.39273], [-1.14908, 0.79638, -0.43835], [0.68859, -2.81912, 1.36203], [1.01579, -0.05387, -1.15106], [-0.94327, -0.59606, 0.80279], [0.43534, 3.19741, -1.15644], [1.33724, 2.14476, -0.08758], [-0.83831, 2.02347, 1.28195], [-1.54676, 2.89750, 0.18751], [-0.52804, -2.47936, -0.55958], [0.31105, 1.18958, -2.50235], [-2.14967, 0.50160, -0.97649], [1.62002, -3.48401, 1.19094], [0.01173, -3.52854, 1.80376], [0.85827, -2.25642, 2.21794]], "forces_ev_per_angstrom": [[1.3078, 1.1637, -1.4739], [-2.0504, -0.2895, -1.1311], [0.8742, 0.0057, 1.6169], [-3.4162, -1.5694, -1.2691], [-0.4586, 1.0100, -0.6193], [-1.8074, -2.3634, -2.8166], [1.8388, -2.3202, -0.2186], [1.4683, -1.9673, 0.7525], [-0.6168, 0.8507, 0.9544], [0.2937, 0.3633, -0.2483], [2.1936, 0.2398, 1.6975], [0.7835, -0.3259, 0.6024], [-1.4290, 1.1492, -1.1990], [2.2006, 0.2025, 1.1710], [-1.5393, -0.1230, 1.0161], [1.8831, 1.1605, 0.9312], [-1.3124, 1.4351, -0.2365], [-1.1193, -0.3172, -0.8278], [0.9058, 1.6953, 1.2982]], "lowdin_charge": [-0.09, -0.06, -0.19, -0.43, -0.21, -0.39, -0.08, 0.18, 1.05, 0.12, 0.09, 0.10, 0.11, 0.19, 0.18, 0.15, 0.14, 0.09, 0.06], "de_lowest_kcal_mol": 57.6, "total_charge": 1, "homo_lumo_gap_ev": 9.109, "total_energy_ev": -19735.34668}



{"formula": "C7H10NS", "method": "the ωB97M-V functional and the def2-TZVPD basis", "elements": ["C", "C", "C", "C", "C", "C", "C", "N", "S", "H", "H", "H", "H", "H", "H", "H", "H", "H", "H"], "xyz": [[-2.04030, 1.79348, -0.46972], [-1.30115, 1.74850, 0.75506], [-2.00649, 0.77675, -1.30188], [-0.49560, 0.75039, 1.15878], [-1.43238, -0.53967, -0.93916], [-0.54245, -0.52200, 0.69827], [0.58011, -1.44281, 0.70829], [1.74860, -0.80256, 0.00773], [-2.14390, -1.42918, 0.47353], [-2.49819, 2.65894, -0.88012], [-1.24608, 2.68139, 1.26858], [-2.36211, 0.95047, -2.22346], [0.20629, 0.97675, 1.92977], [-1.03186, -1.21973, -1.68862], [0.30261, -2.31067, 0.15191], [0.87393, -1.92446, 1.67151], [2.29069, -1.46995, -0.67405], [2.40901, -0.43805, 0.71053], [1.32031, -0.04618, -0.57265]], "forces_ev_per_angstrom": [[0.3456, -0.1153, 1.3548], [-0.3363, 1.2388, -0.4843], [1.8419, -3.1457, 2.0783], [-0.2492, 2.6732, 1.3415], [-0.0933, 0.3815, 1.6418], [-3.1770, -2.9520, -3.5464], [0.7606, -1.8608, 0.5398], [1.3340, -0.9077, -1.3859], [0.9151, 0.8604, -0.0659], [-0.2413, 0.9919, 0.4443], [0.1761, 0.4699, 0.4644], [-1.0046, 0.0508, -3.4991], [0.4898, 0.1385, 0.6406], [-0.0642, 0.2364, -0.0425], [-0.1529, -0.4731, -0.7067], [0.0814, 1.0749, -0.3373], [-1.2026, 1.4410, 1.7254], [-0.1264, 0.1953, -0.6549], [0.7031, -0.2981, 0.4920]], "lowdin_charge": [-0.07, -0.05, -0.11, -0.15, -0.36, -0.60, -0.19, 0.19, 0.98, 0.12, 0.11, 0.08, 0.12, 0.09, 0.10, 0.16, 0.23, 0.17, 0.18], "de_lowest_kcal_mol": 15.8, "smiles": "[NH3+]C[C@@]12C=CC=C[C@@H]1S2", "total_charge": 1, "homo_lumo_gap_ev": 8.602, "total_energy_ev": -19737.15714}



{"formula": "C7H10O", "method": "the ωB97M-V functional and the def2-TZVPD basis", "elements": ["C", "C", "C", "C", "C", "C", "C", "H", "H", "H", "H", "H", "H", "H", "H", "H", "H", "O"], "xyz": [[0.58726, -0.98180, 0.87394], [0.98431, -0.88695, -0.46292], [2.04751, 0.18448, -0.89740], [0.54187, 0.44981, -1.25573], [-1.32708, 0.32581, -0.11371], [-1.67767, 0.48925, 1.44831], [-0.93011, -0.78513, 0.80790], [1.03258, -2.10479, 0.99171], [0.96577, -0.41764, 1.67207], [0.91844, -1.74551, -1.23472], [2.59184, 0.91168, -0.07876], [2.42462, -0.13099, -1.88480], [0.43234, 0.73220, -2.40016], [-2.20120, 0.26790, -0.90497], [-2.72976, 0.69185, 1.73013], [-0.93900, 1.25023, 1.96547], [-1.56208, -1.75527, 0.99935], [-0.28627, 1.19094, -0.40721]], "forces_ev_per_angstrom": [[-1.6166, -4.2939, 1.7547], [2.7764, 2.6304, -7.8613], [-1.6223, 1.0274, 1.1488], [2.3369, 0.0129, -0.3839], [-3.3050, 0.6850, 1.9636], [2.5493, 1.1252, -1.4348], [-3.1405, -1.3726, 2.1113], [-1.8429, 2.1433, 0.9962], [1.2220, 1.1895, 0.4632], [0.3057, 0.9103, 2.0995], [-1.1988, -2.2518, -2.4056], [0.9940, 0.6641, 0.9485], [-0.3259, -1.3820, 2.3568], [1.8875, -0.0142, 1.6486], [0.7497, -1.1684, -0.0572], [-1.5758, -1.5495, -1.2522], [1.1309, 1.9420, -1.1582], [0.6756, -0.2975, -0.9380]], "lowdin_charge": [-0.18, -0.29, -0.05, -0.27, -0.32, -0.02, -0.21, 0.18, 0.10, 0.16, 0.17, 0.09, 0.17, 0.18, 0.08, 0.13, 0.16, -0.08], "de_lowest_kcal_mol": 125.0, "smiles": "C1[C@@H]2C[C@@H]2O[C@@H]2C[C@H]12", "homo_lumo_gap_ev": 10.186, "total_energy_ev": -9463.13951}



{"formula": "C7H10O2", "method": "the ωB97M-V functional and the def2-TZVPD basis", "elements": ["C", "C", "C", "C", "C", "O", "O", "C", "C", "H", "H", "H", "H", "H", "H", "H", "H", "H", "H"], "xyz": [[-0.36646, -0.37473, -0.70630], [-0.51303, -1.69366, 0.07201], [0.93988, 0.90718, 1.79872], [-0.92565, 0.79051, 0.10904], [-0.37562, 1.28059, 1.21978], [-1.13982, -0.44001, -1.90772], [-2.07694, 1.33327, -0.37012], [1.05278, -0.14555, -1.03881], [2.07414, -0.05084, -1.66956], [-0.73086, -1.08075, -2.49436], [-2.29337, 0.86675, -1.19387], [-0.88198, 2.12218, 1.67255], [-0.19567, -2.52865, -0.55418], [-1.54788, -1.83582, 0.34558], [0.10462, -1.67346, 0.97314], [1.47593, 1.79526, 2.12752], [0.81647, 0.24239, 2.66038], [1.54454, 0.35962, 1.00500], [3.03892, 0.12572, -2.04879]], "forces_ev_per_angstrom": [[0.0663, -0.3017, 0.6009], [0.3192, 0.1696, -0.0964], [0.5862, -1.1662, -0.8674], [0.0952, 0.3841, 0.3067], [-0.2270, 0.3165, -0.5040], [0.0828, 0.1281, 0.1877], [-0.1925, -0.2906, -0.1901], [-0.0968, -0.1825, -1.3772], [-0.4126, 0.0778, 0.8696], [0.0578, -0.0486, -0.0976], [-0.0138, 0.1701, 0.1294], [-0.2269, -0.0070, 0.0305], [0.0681, -0.0103, -0.0026], [-0.3067, 0.0008, 0.1103], [-0.1047, -0.0050, -0.1018], [0.1322, -0.0322, -0.0408], [0.1630, 0.0501, 0.0026], [-0.4311, 0.7463, 1.3589], [0.4414, 0.0006, -0.3188]], "lowdin_charge": [-0.50, 0.01, -0.10, -0.29, -0.10, 0.00, 0.06, -0.07, 0.16, 0.11, 0.10, 0.11, 0.09, 0.09, 0.09, 0.07, 0.07, 0.07, 0.03], "de_lowest_kcal_mol": 58.2, "smiles": "C#C[C@](C)(O)/C(O)=C\\C", "homo_lumo_gap_ev": 9.043, "total_energy_ev": -11513.33435}



{"formula": "C7H10O2", "method": "the ωB97M-V functional and the def2-TZVPD basis", "elements": ["C", "C", "C", "C", "C", "O", "C", "C", "O", "H", "H", "H", "H", "H", "H", "H", "H", "H", "H"], "xyz": [[-0.84252, 0.57520, -1.58168], [0.83111, -0.00484, 0.27896], [0.54044, -0.91611, 1.46430], [1.88578, 1.04662, 0.61364], [-0.53394, 0.71475, -0.10028], [-0.12588, -0.18475, -2.44866], [-1.97961, -0.41933, -0.64559], [-2.93358, -1.12916, -0.46106], [-0.84873, 1.76900, 0.50914], [-0.11976, -1.10649, -2.13313], [-1.17561, 1.51160, -2.03088], [1.23306, -0.62350, -0.53236], [0.12924, -0.34338, 2.29940], [1.46361, -1.39718, 1.80228], [-0.16727, -1.70022, 1.18446], [2.09694, 1.68058, -0.25353], [2.81106, 0.56585, 0.94371], [1.54475, 1.68609, 1.43225], [-3.80908, -1.72471, -0.34097]], "forces_ev_per_angstrom": [[-1.5360, -1.0123, 3.3542], [-1.2807, -0.6380, 0.9950], [0.4478, -0.2658, 0.2305], [-0.2521, 0.3097, 0.0718], [4.4278, 4.2082, -1.1958], [-0.2157, -0.7438, 0.0392], [0.1491, 0.9525, -2.8285], [-0.2452, -0.1334, 0.0533], [-0.4335, -2.6542, -0.6711], [0.2083, 0.4726, -0.1983], [-0.7608, -0.4612, 0.0761], [-0.4288, 0.1900, -0.0739], [-0.0206, -0.0361, -0.0827], [-0.0931, -0.0054, 0.0696], [0.0169, 0.0656, 0.1079], [0.0431, -0.0606, 0.1425], [-0.0776, -0.0765, -0.1809], [-0.0455, -0.0496, -0.1607], [0.0965, -0.0618, 0.2519]], "lowdin_charge": [-0.17, -0.34, -0.08, -0.06, -0.46, 0.02, -0.02, 0.16, 0.02, 0.12, 0.16, 0.12, 0.09, 0.08, 0.07, 0.09, 0.08, 0.08, 0.04], "de_lowest_kcal_mol": 109.0, "homo_lumo_gap_ev": 8.851, "total_energy_ev": -11511.12894}